Record 1
{
  "formula": "C8H10N2O2",
  "method": "wB97M-V/def2-TZVPD",
  "elements": ["C", "C", "C", "C", "C", "C", "C", "C", "N", "N", "O", "O", "H", "H", "H", "H", "H", "H", "H", "H", "H", "H"],
  "coordinates": [[-2.366303, 0.848387, 1.597771], [0.034122, 0.305702, -0.303439], [-0.126347, -1.024045, -0.044185], [-1.290660, -0.250702, -0.240166], [0.451770, 2.637188, 0.136584], [2.123059, -2.057828, 0.037051], [0.790154, 1.445880, -0.777782], [0.594058, -2.207392, 0.366975], [-2.702202, 1.574221, 2.397562], [-2.557557, -0.406452, -0.830916], [-3.047924, -1.531761, -0.728805], [-3.007994, 0.527878, -1.462167], [0.534789, 2.300053, 1.133611], [-0.550650, 2.938535, 0.023098], [1.115478, 3.504067, 0.120712], [2.112870, -1.921101, -1.027458], [2.641714, -2.960002, 0.349431], [2.278553, -1.113122, 0.368074], [1.867107, 1.091459, -0.674402], [0.290028, 1.598890, -1.771394], [0.558346, -2.242757, 1.437778], [0.257588, -3.057106, -0.107942]],
  "forces_ev_per_a": [[1.8, -3.1, -3.7], [-2.9, -2.2, -0.9], [-0.9, 2.2, 0.2], [3.1, 0.9, 2.9], [1.2, 0.0, 0.0], [-3.1, -1.9, -1.5], [0.5, 0.1, 0.4], [2.2, 0.8, 0.3], [-1.0, 2.2, 2.5], [-1.8, -1.0, -1.3], [0.4, 1.1, 0.0], [0.2, -0.3, 0.3], [0.0, -0.4, 1.3], [-1.2, 0.4, -0.3], [0.0, -0.2, -0.7], [0.6, -0.5, -0.8], [0.5, 0.6, 0.2], [2.0, 2.4, 1.8], [-1.1, 1.1, -1.0], [1.4, 0.0, 0.3], [-0.7, -0.4, 0.7], [-1.3, -2.0, -0.6]],
  "lowdin_charge": [-0.22, -0.04, -0.02, -0.04, -0.07, -0.04, -0.15, -0.14, -0.06, -0.38, 0.10, 0.11, 0.06, 0.07, 0.09, 0.08, 0.09, 0.03, 0.14, 0.15, 0.13, 0.10],
  "charge": 0,
  "gap_ev": 8.1509
}

Record 2
{
  "formula": "C32H89N7O11",
  "method": "wB97M-V/def2-TZVPD",
  "elements": ["C", "O", "C", "C", "C", "N", "H", "H", "H", "H", "H", "H", "H", "H", "H", "H", "H", "C", "O", "C", "C", "C", "N", "H", "H", "H", "H", "H", "H", "H", "H", "H", "H", "H", "C", "O", "C", "C", "C", "N", "H", "H", "H", "H", "H", "H", "H", "H", "H", "H", "H", "C", "O", "C", "C", "C", "N", "H", "H", "H", "H", "H", "H", "H", "H", "H", "H", "H", "C", "O", "C", "C", "C", "N", "H", "H", "H", "H", "H", "H", "H", "H", "H", "H", "H", "C", "O", "C", "C", "C", "N", "H", "H", "H", "H", "H", "H", "H", "H", "H", "H", "H", "C", "O", "C", "C", "C", "N", "H", "H", "H", "H", "H", "H", "H", "H", "H", "H", "H", "O", "C", "C", "O", "H", "H", "H", "H", "H", "H", "O", "C", "C", "O", "H", "H", "H", "H", "H", "H"],
  "coordinates": [[-25.847279, 6.258198, -6.505077], [-25.469576, 5.568974, -7.755584], [-26.334438, 4.571237, -8.114450], [-26.380229, 3.356268, -7.178972], [-24.952469, 2.723754, -6.865887], [-27.246909, 2.405226, -7.771344], [-25.394566, 5.715449, -5.649750], [-26.946961, 6.362293, -6.373462], [-25.246478, 7.163171, -6.541589], [-27.406326, 4.861030, -8.338945], [-25.899508, 4.297675, -9.097764], [-26.757832, 3.689758, -6.188975], [-24.339681, 2.486916, -7.711038], [-25.041335, 1.751248, -6.396543], [-24.370903, 3.366278, -6.222613], [-26.726979, 1.837752, -8.436331], [-27.971183, 2.767716, -8.325100], [-19.895121, -0.184312, -6.682018], [-19.614920, 0.481431, -7.939831], [-20.133141, -0.200373, -9.048209], [-21.674302, -0.064408, -9.123857], [-22.251851, -0.842594, -10.339087], [-22.119633, 1.298376, -9.310543], [-19.136631, 0.309671, -6.126278], [-19.822107, -1.244515, -6.790617], [-20.938261, 0.070617, -6.407027], [-19.730920, 0.331025, -9.900535], [-19.830168, -1.279137, -8.949519], [-22.029783, -0.542671, -8.198387], [-21.866938, -0.380599, -11.278863], [-23.332692, -0.649773, -10.322040], [-22.034587, -1.957082, -10.350265], [-21.674539, 1.670610, -10.177397], [-21.823523, 1.917840, -8.559302], [-25.312341, -3.078567, -3.790717], [-24.359650, -2.222181, -4.369478], [-23.194749, -2.015982, -3.656455], [-22.497156, -0.728912, -4.107219], [-21.157581, -0.600606, -3.381418], [-23.374139, 0.345394, -3.705819], [-26.231011, -2.829534, -4.328837], [-25.376837, -2.863868, -2.742840], [-25.089366, -4.159275, -3.931999], [-23.368202, -1.935521, -2.569247], [-22.572676, -2.914746, -3.804056], [-22.421592, -0.724281, -5.200626], [-20.551851, -1.466778, -3.792809], [-21.252059, -0.694806, -2.297482], [-20.680278, 0.327405, -3.642041], [-24.316172, 0.160277, -4.058945], [-23.103637, 1.189459, -4.209879], [-27.344513, 3.301445, -3.723137], [-26.311504, 4.247311, -3.379954], [-25.030869, 3.660472, -3.285878], [-24.100809, 4.668984, -2.542196], [-23.870943, 5.922050, -3.329436], [-22.871301, 3.910333, -2.251299], [-27.028817, 2.485065, -4.373746], [-28.101117, 3.862930, -4.245883], [-27.601805, 2.808315, -2.783405], [-25.013408, 2.646600, -2.751056], [-24.680795, 3.373574, -4.288857], [-24.655190, 4.886770, -1.650269], [-23.594019, 5.642679, -4.332913], [-22.999946, 6.468505, -2.887809], [-24.820875, 6.554984, -3.331857], [-22.288103, 4.367764, -1.594515], [-23.159662, 3.042736, -1.883004], [-23.783789, 5.950562, -9.818201], [-22.877245, 6.412835, -10.803207], [-22.527667, 5.436359, -11.739972], [-21.809370, 4.232195, -11.111103], [-20.296664, 4.509502, -10.779125], [-21.778208, 3.059542, -12.005791], [-24.104703, 6.918217, -9.399700], [-23.442402, 5.249772, -9.012176], [-24.679833, 5.564166, -10.302944], [-23.398688, 5.027900, -12.242783], [-21.823879, 5.880284, -12.478391], [-22.372808, 4.052840, -10.198442], [-20.014753, 3.657957, -10.201948], [-20.262893, 5.533377, -10.338121], [-19.713169, 4.575698, -11.724991], [-22.734297, 2.729203, -12.142886], [-21.429916, 3.322632, -12.897473], [-18.427079, 9.295277, -9.489788], [-19.494975, 9.966319, -8.867612], [-20.756513, 9.334909, -8.778064], [-20.906736, 8.729690, -7.346793], [-22.357374, 8.235898, -7.170036], [-20.592956, 9.772295, -6.393400], [-17.676443, 10.047951, -9.523389], [-18.653053, 8.961002, -10.511332], [-18.060311, 8.423746, -8.922583], [-21.516902, 10.085216, -8.964412], [-20.772344, 8.539842, -9.557062], [-20.261392, 7.894386, -7.172062], [-22.697267, 7.405101, -7.824998], [-23.030619, 9.066752, -7.373495], [-22.483846, 7.914151, -6.141576], [-19.645647, 10.040761, -6.523139], [-21.223684, 10.538621, -6.421775], [-18.408535, 2.263200, -2.006795], [-17.385189, 2.791991, -2.894973], [-16.228643, 2.938309, -2.046849], [-15.085006, 3.476566, -2.845427], [-14.509149, 2.402951, -3.844720], [-14.049493, 4.000193, -1.945838], [-17.987612, 1.547701, -1.376088], [-19.091010, 1.724162, -2.665356], [-18.894770, 3.057067, -1.436151], [-16.436364, 3.673967, -1.198454], [-15.972381, 2.007375, -1.503324], [-15.495965, 4.214770, -3.540352], [-13.973803, 2.882767, -4.712602], [-15.359891, 1.863199, -4.241016], [-13.790254, 1.758966, -3.362899], [-14.340154, 4.910176, -1.593896], [-13.192800, 4.051449, -2.438763], [-17.916916, 3.145075, -8.348683], [-16.680105, 3.227732, -7.658205], [-17.021901, 3.418643, -6.185095], [-17.528914, 2.261242, -5.617181], [-18.521190, 2.508237, -7.940764], [-16.154877, 2.299199, -7.782565], [-16.128077, 4.086563, -8.079801], [-17.811403, 4.206528, -6.141276], [-16.240027, 3.795329, -5.504982], [-17.479059, 2.468132, -4.648027], [-21.694058, 2.994410, -4.546590], [-20.809057, 3.953499, -5.107651], [-20.676996, 3.639497, -6.559018], [-21.908676, 3.619397, -7.267762], [-21.994296, 3.285421, -3.637129], [-21.214299, 4.961972, -5.036378], [-19.777128, 4.022089, -4.729000], [-20.278558, 2.623705, -6.690891], [-20.051925, 4.363017, -7.075012], [-22.509143, 3.215133, -6.646011]],
  "forces_ev_per_a": [[1.3, -1.2, -0.5], [-0.8, 2.0, 2.2], [0.0, -1.1, -1.2], [1.8, 0.8, 0.6], [-1.4, 0.3, -0.2], [0.5, -2.6, 0.1], [-0.7, -0.1, -0.3], [0.8, 0.2, -0.3], [-0.6, 0.5, 0.0], [0.8, 0.3, 0.5], [-0.5, -0.6, 0.3], [0.0, -0.2, -0.6], [0.1, 0.3, -1.1], [-0.4, -0.1, 0.5], [0.0, 0.3, 0.2], [0.1, -0.1, 0.3], [-1.3, 1.0, -0.5], [-0.9, 2.0, -1.8], [0.0, -0.3, 0.5], [-0.8, -0.3, 0.2], [0.6, -1.2, -0.9], [0.4, -0.4, 0.1], [0.4, 0.7, -0.2], [0.3, -0.2, 1.6], [0.4, -0.8, 0.1], [0.7, -0.1, 0.4], [0.4, -0.4, -0.5], [-0.2, 0.7, -0.6], [-0.5, 0.5, -0.2], [-0.1, -0.4, 0.6], [0.2, -0.4, -0.1], [-0.2, 1.3, 0.1], [-0.5, -0.3, 0.7], [0.0, -0.1, 0.0], [0.1, -0.2, -1.0], [-0.7, 0.5, -0.7], [1.2, -0.7, 0.3], [-0.6, -0.5, 0.7], [0.2, -1.7, -1.4], [-0.9, 1.2, -0.2], [-0.1, -0.3, 0.4], [-0.4, 0.0, 0.8], [0.1, 0.5, 0.0], [-0.2, 0.1, -0.1], [0.4, 0.3, 0.1], [0.5, -0.4, 0.1], [-0.2, 1.0, 0.7], [-0.1, 0.0, -0.1], [0.3, 0.4, -0.1], [0.2, -0.2, 0.2], [0.2, 0.0, 0.2], [1.2, 0.0, 0.7], [0.0, -0.6, -0.4], [0.3, -0.7, 0.4], [-0.7, -1.7, -0.7], [-0.2, 1.1, 0.5], [-0.4, 0.8, -1.2], [0.4, 0.2, -0.3], [-0.6, 0.0, 0.3], [-0.8, 0.2, -0.1], [-0.4, 1.2, -0.1], [0.2, 0.5, 0.1], [-0.2, 0.3, 0.8], [0.1, 0.1, -0.6], [-0.8, -0.1, -0.3], [1.4, -0.7, -0.1], [0.5, 0.5, 0.7], [-0.1, -1.3, 0.7], [-0.5, 1.4, 0.3], [0.6, -0.4, 0.0], [1.4, -0.6, -0.2], [1.5, 0.5, -0.7], [-2.0, 1.5, -1.1], [-1.4, -0.3, 1.4], [0.0, -0.7, 0.5], [0.1, 0.7, -0.9], [-0.1, -0.4, -0.1], [-0.5, 0.1, -0.3], [-0.7, 0.0, 0.3], [0.3, -0.8, 0.1], [0.9, 0.0, 0.7], [0.4, -1.0, 0.4], [-0.4, -0.3, 0.5], [0.2, -0.1, -0.1], [0.4, 0.3, -0.9], [-0.6, -0.6, 0.1], [0.0, 0.7, -0.1], [1.3, -2.0, 0.0], [-1.8, 0.9, -1.3], [0.2, -0.2, -0.2], [-0.2, -1.6, 1.1], [0.9, 0.3, -0.2], [-0.2, 0.1, 0.1], [-0.1, 0.2, 0.0], [-0.2, 0.1, 0.0], [-0.5, 0.4, 0.3], [0.7, -0.4, -0.1], [0.7, 0.5, 0.3], [-0.2, 0.2, 0.1], [-0.2, 0.0, 0.2], [0.6, 0.7, -0.1], [-0.3, 0.7, -0.2], [-0.7, 0.8, -2.5], [0.3, -0.4, 2.3], [-0.2, 1.0, 1.0], [1.1, -0.7, -1.5], [0.1, 1.5, 0.0], [-1.5, -0.3, 0.2], [0.7, -1.1, 1.3], [-0.4, 0.3, 0.2], [0.0, 0.0, -0.1], [-0.1, -0.6, -1.0], [-0.1, 0.1, -0.6], [-0.1, 0.5, 0.3], [-0.6, -0.3, 0.9], [0.1, -0.4, -0.2], [0.0, -0.4, 0.3], [0.4, -0.2, -0.1], [0.9, 0.4, -0.3], [-0.1, 0.4, -0.7], [-1.1, 0.3, 0.8], [0.0, 2.0, 0.1], [-0.3, -0.8, 1.2], [0.4, -0.2, 0.1], [0.7, -0.4, -0.1], [-0.2, -0.5, 0.3], [0.4, -0.1, -0.2], [0.4, 0.0, -0.8], [-0.4, -0.8, -0.8], [0.5, 0.1, 0.5], [-0.2, 0.4, -0.4], [0.2, -0.8, -1.1], [-0.1, 0.6, 0.1], [0.1, 0.1, -0.7], [-0.3, 0.2, 0.3], [-0.2, -0.5, 0.5], [0.5, 0.2, 0.3], [0.3, 0.0, 0.1], [-0.6, -0.3, 0.2]],
  "lowdin_charge": [-0.02, -0.22, -0.26, -0.41, -0.02, 0.04, 0.06, 0.11, 0.08, 0.14, 0.12, 0.10, 0.06, 0.07, 0.04, 0.09, 0.05, -0.06, -0.23, -0.21, -0.44, -0.07, 0.06, 0.07, 0.08, 0.07, 0.13, 0.13, 0.12, 0.08, 0.07, 0.09, 0.06, 0.04, -0.10, -0.19, -0.24, -0.44, -0.06, 0.05, 0.09, 0.08, 0.10, 0.13, 0.13, 0.12, 0.10, 0.08, 0.04, 0.07, 0.04, -0.08, -0.20, -0.21, -0.40, -0.06, 0.06, 0.08, 0.09, 0.09, 0.14, 0.09, 0.13, 0.05, 0.09, 0.11, 0.08, 0.07, -0.13, -0.18, -0.23, -0.42, -0.03, 0.03, 0.09, 0.09, 0.08, 0.11, 0.14, 0.10, 0.04, 0.08, 0.08, 0.08, 0.06, -0.11, -0.22, -0.18, -0.42, -0.06, 0.05, 0.07, 0.09, 0.09, 0.12, 0.12, 0.12, 0.06, 0.08, 0.06, 0.06, 0.06, -0.05, -0.21, -0.21, -0.44, -0.04, 0.05, 0.06, 0.08, 0.10, 0.14, 0.14, 0.12, 0.09, 0.06, 0.07, 0.08, 0.05, -0.09, -0.21, -0.28, -0.08, 0.05, 0.11, 0.13, 0.12, 0.10, 0.06, -0.11, -0.23, -0.24, -0.08, 0.04, 0.11, 0.11, 0.10, 0.12, 0.03],
  "charge": 0,
  "gap_ev": 8.9703,
  "smiles": "COC[C@H](C)N.COC[C@H](C)N.COC[C@H](C)N.COC[C@H](C)N.COC[C@H](C)N.COC[C@H](C)N.COC[C@H](C)N.OCCO.OCCO"
}

Number 1: LUMO level -1.6 eV, calculated total energy -570.50341 Ha. Number 2: LUMO level 0.5 eV, calculated total energy -2483.32245 Ha.